Entry from OMol25: a cluster of 2 separate species, C6H12N3O in total in a non-equilibrium geometry (the ωB97M-V functional and the def2-TZVPD basis).

Cartesian coordinates (Å):
C 2.017 -0.056 0.684
C 2.121 0.373 -0.440
C -1.737 -0.757 -0.970
C -1.754 0.797 0.932
C 2.042 -0.605 2.049
C 2.090 0.948 -1.775
N -0.936 -1.704 -1.419
N -1.059 0.069 0.053
N -3.053 0.866 1.089
O -2.863 -0.544 -1.226
H -0.986 1.234 1.617
H 1.346 0.003 2.548
H 3.077 -0.562 2.359
H 1.689 -1.649 2.004
H 1.062 1.326 -1.971
H 2.397 0.192 -2.396
H 2.692 1.963 -2.095
H -1.195 -2.231 -2.220
H 0.019 0.197 0.155
H -3.557 0.366 0.403
H -0.003 -1.745 -1.122
H -3.411 1.518 1.741

Cartesian forces (eV/Å) of the 2 atoms listed first:
0.337 -0.257 -0.610
-0.094 0.927 0.688

Properties
* LUMO energy: -3.56 eV
* total charge: +1
* DFT total energy: -12926.7632 eV
* energy above the lowest of the compared OMol25 structures with the same formula, charge and spin: 265.7 kJ/mol
* Kohn-Sham gap: 9.8 eV

Entry from OMol25: a cluster of 2 separate species, C10H10N2 in total in a non-equilibrium geometry (the ωB97M-V functional and the def2-TZVPD basis).

Cartesian coordinates (Å):
C -1.580 2.425 -1.497
C -0.207 2.465 -1.714
C 0.547 2.226 -0.475
N 0.270 2.031 0.773
C -1.119 1.681 0.980
C -1.974 1.995 -0.137
H -2.504 2.980 -2.177
H 0.363 2.642 -2.607
H 1.599 2.547 -0.657
H -1.410 1.658 2.070
H -2.958 2.214 0.173
C -0.021 -1.028 -0.122
C 0.995 -1.016 0.823
C 1.728 -2.115 1.224
N 1.449 -3.379 0.830
C 0.272 -3.291 0.010
C -0.267 -2.250 -0.550
H -0.170 0.000 -0.768
H 1.241 0.006 1.202
H 2.569 -2.293 1.940
H -0.013 -4.369 -0.338
H -0.994 -2.493 -1.318

Cartesian forces (eV/Å) of the 2 atoms listed first:
-2.046 1.203 0.910
-1.165 -1.321 2.810

Properties
* LUMO energy: 0.18 eV
* total charge: 0
* DFT total energy: -13507.8753 eV
* energy above the lowest of the compared OMol25 structures with the same formula, charge and spin: 503.7 kJ/mol
* Kohn-Sham gap: 9.5 eV

Entry from OMol25: a cluster of 16 separate species, C78H177N7O27 in total in a non-equilibrium geometry (the ωB97M-V functional and the def2-TZVPD basis).

Cartesian coordinates (Å):
C -5.253 -0.842 -0.298
C -4.974 -2.174 0.418
N -5.365 -2.209 1.833
C -4.975 -1.109 2.749
C -3.494 -1.066 2.836
C -6.867 -2.337 1.814
C -7.339 -2.869 3.223
H -4.582 -0.079 0.098
H -6.304 -0.553 -0.282
H -4.989 -0.961 -1.349
H -5.475 -2.976 -0.125
H -3.893 -2.300 0.362
H -5.251 -0.125 2.371
H -5.381 -1.096 3.760
H -3.268 -0.085 3.254
H -3.158 -1.852 3.513
H -2.967 -1.325 1.918
H -7.097 -3.153 1.128
H -7.308 -1.383 1.527
H -6.886 -3.845 3.396
H -8.406 -3.096 3.217
H -7.164 -2.153 4.025
C 0.991 -1.943 5.822
C -0.429 -2.400 6.178
N -1.068 -1.481 7.220
C -2.246 -2.135 7.818
C -3.475 -2.409 6.929
C -1.351 -0.124 6.673
C -1.519 1.016 7.763
H 1.534 -1.885 6.765
H 0.929 -0.937 5.407
H 1.427 -2.628 5.095
H -1.001 -2.341 5.252
H -0.382 -3.380 6.653
H -1.826 -3.059 8.217
H -2.578 -1.608 8.713
H -3.967 -1.523 6.525
H -3.259 -3.019 6.052
H -4.279 -2.887 7.488
H -2.134 -0.187 5.917
H -0.508 0.318 6.141
H -1.807 2.001 7.396
H -0.541 1.214 8.203
H -2.286 0.835 8.517
C 4.235 0.009 3.630
C 4.969 -0.793 2.569
N 5.408 -2.104 3.116
C 4.262 -3.037 3.085
C 4.476 -4.187 4.047
C 6.632 -2.642 2.481
C 7.928 -1.852 2.798
H 4.685 -0.239 4.591
H 3.198 -0.327 3.617
H 4.284 1.051 3.314
H 4.285 -1.025 1.752
H 5.811 -0.187 2.233
H 3.307 -2.526 3.205
H 4.164 -3.412 2.066
H 3.669 -4.893 4.244
H 5.318 -4.765 3.665
H 4.910 -3.873 4.996
H 6.462 -2.752 1.410
H 6.756 -3.624 2.937
H 8.110 -1.634 3.850
H 7.914 -0.948 2.189
H 8.711 -2.521 2.440
C 4.566 -8.334 -1.752
C 3.476 -7.829 -2.764
N 3.741 -6.415 -3.153
C 3.033 -6.115 -4.359
C 3.424 -6.838 -5.643
C 3.332 -5.590 -2.033
C 3.972 -4.231 -2.154
H 5.564 -7.965 -1.987
H 4.574 -9.423 -1.708
H 4.371 -7.956 -0.748
H 3.656 -8.435 -3.652
H 2.458 -8.086 -2.471
H 3.261 -5.084 -4.631
H 1.949 -6.145 -4.255
H 4.452 -7.179 -5.517
H 3.329 -6.159 -6.490
H 2.739 -7.677 -5.763
H 2.248 -5.487 -1.974
H 3.697 -5.984 -1.085
H 3.626 -3.617 -1.322
H 5.050 -4.300 -2.006
H 3.702 -3.693 -3.062
C -1.630 -4.278 0.206
C -2.514 -4.928 -0.945
N -2.557 -4.053 -2.104
C -3.527 -4.523 -3.065
C -3.759 -3.656 -4.319
C -1.307 -3.555 -2.686
C -0.383 -4.706 -3.216
H -0.588 -4.207 -0.105
H -1.754 -4.750 1.181
H -1.991 -3.264 0.379
H -2.254 -5.940 -1.258
H -3.531 -5.091 -0.590
H -3.354 -5.567 -3.327
H -4.518 -4.665 -2.634
H -2.884 -3.741 -4.963
H -4.532 -4.049 -4.979
H -3.796 -2.580 -4.144
H -0.905 -2.941 -1.880
H -1.508 -2.780 -3.425
H 0.595 -4.347 -3.536
H -0.808 -5.383 -3.958
H -0.220 -5.391 -2.384
C -1.176 0.064 -0.896
C 0.385 0.285 -0.881
N 0.821 0.252 0.535
C 0.922 -1.169 0.991
C 0.341 -1.296 2.343
C 2.127 0.940 0.717
C 2.051 2.438 0.302
H -1.472 -0.980 -0.789
H -1.649 0.311 -1.846
H -1.667 0.639 -0.111
H 0.787 -0.522 -1.493
H 0.660 1.205 -1.396
H 0.341 -1.798 0.316
H 1.956 -1.513 0.959
H 0.881 -0.677 3.059
H -0.728 -1.096 2.258
H 0.442 -2.321 2.699
H 2.946 0.522 0.131
H 2.440 0.834 1.755
H 2.865 3.020 0.733
H 1.161 2.888 0.741
H 1.888 2.531 -0.772
C -1.038 2.193 4.078
C -1.436 2.900 2.814
N -2.624 3.725 3.105
C -3.445 4.051 1.895
C -4.136 2.852 1.351
C -2.348 4.984 3.790
C -3.387 5.420 4.716
H -0.984 2.791 4.987
H -0.077 1.685 4.003
H -1.846 1.494 4.297
H -0.659 3.584 2.472
H -1.754 2.109 2.134
H -4.192 4.838 2.003
H -2.805 4.439 1.102
H -3.453 2.074 1.011
H -4.858 2.593 2.125
H -4.631 3.166 0.432
H -2.027 5.776 3.112
H -1.451 4.805 4.383
H -3.461 4.783 5.597
H -4.357 5.493 4.225
H -3.156 6.407 5.118
C 3.841 2.336 -4.382
C 3.884 2.169 -2.905
O 4.120 0.797 -2.585
C 5.373 0.281 -2.535
O 6.400 0.914 -2.924
O 5.310 -0.925 -2.042
C 6.298 -1.514 -1.208
H 2.946 1.820 -4.730
H 4.647 1.803 -4.886
H 3.752 3.354 -4.761
H 2.958 2.535 -2.462
H 4.698 2.758 -2.481
H 7.288 -1.382 -1.644
H 6.164 -2.563 -0.942
H 6.419 -0.932 -0.294
C 3.047 4.972 4.253
C 2.060 3.819 4.040
O 2.540 2.746 4.879
C 1.988 2.559 6.119
O 1.032 3.142 6.656
O 2.749 1.613 6.724
C 2.420 1.275 8.119
H 3.155 5.630 3.391
H 4.011 4.483 4.392
H 2.744 5.532 5.138
H 2.152 3.516 2.997
H 1.017 4.022 4.285
H 3.288 0.849 8.622
H 1.626 0.533 8.211
H 2.070 2.118 8.715
C 0.672 6.124 0.740
C 0.743 5.688 -0.787
O -0.327 4.804 -1.001
C -0.391 4.000 -2.051
O 0.524 3.877 -2.882
O -1.649 3.433 -2.151
C -1.968 2.665 -3.334
H 1.424 6.884 0.955
H 0.702 5.252 1.393
H -0.253 6.650 0.972
H 1.687 5.239 -1.097
H 0.775 6.571 -1.425
H -2.944 2.187 -3.259
H -1.224 1.924 -3.627
H -1.823 3.231 -4.254
C -2.770 7.033 -7.439
C -3.546 5.852 -6.846
O -3.691 6.089 -5.470
C -4.077 5.159 -4.620
O -4.444 4.022 -4.812
O -3.967 5.762 -3.401
C -4.546 5.211 -2.206
H -3.240 8.012 -7.354
H -2.642 6.943 -8.518
H -1.739 7.096 -7.091
H -3.034 4.905 -7.017
H -4.557 5.838 -7.252
H -5.615 5.022 -2.306
H -4.348 5.851 -1.346
H -4.146 4.232 -1.940
C -5.594 0.724 -4.088
C -6.677 1.705 -3.707
O -6.670 1.845 -2.306
C -7.522 2.626 -1.634
O -8.409 3.383 -2.075
O -7.126 2.602 -0.393
C -7.675 3.547 0.490
H -4.757 0.693 -3.391
H -5.241 0.955 -5.093
H -6.022 -0.278 -4.063
H -7.655 1.322 -3.999
H -6.578 2.661 -4.221
H -7.469 4.566 0.160
H -7.438 3.452 1.549
H -8.762 3.547 0.406
C 2.074 -1.315 -4.695
C 0.616 -1.043 -4.357
O -0.277 -1.401 -5.432
C -1.443 -0.854 -5.387
O -1.922 -0.159 -4.462
O -2.163 -1.408 -6.395
C -3.467 -0.871 -6.763
H 2.752 -1.322 -3.842
H 2.407 -0.522 -5.366
H 2.166 -2.228 -5.282
H 0.532 -0.006 -4.032
H 0.251 -1.626 -3.512
H -3.789 -1.217 -7.745
H -3.309 0.207 -6.781
H -4.213 -1.157 -6.021
C 0.968 -6.748 0.907
C 1.428 -5.622 1.786
O 0.439 -5.228 2.703
C 0.291 -5.733 3.913
O 1.009 -6.581 4.350
O -0.797 -5.172 4.474
C -1.207 -5.549 5.778
H 1.768 -7.098 0.254
H 0.133 -6.440 0.278
H 0.724 -7.659 1.454
H 1.625 -4.772 1.132
H 2.361 -5.772 2.330
H -1.500 -6.595 5.693
H -2.079 -4.926 5.975
H -0.456 -5.493 6.566
C 4.757 5.085 -0.547
C 6.046 4.275 -0.455
O 6.607 4.306 0.828
C 6.263 3.414 1.725
O 5.387 2.572 1.630
O 7.024 3.646 2.867
C 6.801 2.746 3.918
H 4.468 5.132 -1.597
H 4.915 6.115 -0.228
H 3.958 4.649 0.053
H 6.776 4.757 -1.106
H 6.038 3.272 -0.879
H 7.384 3.056 4.785
H 7.100 1.739 3.628
H 5.752 2.659 4.200
C 0.907 1.854 -7.005
C 0.722 3.182 -6.171
O -0.007 4.156 -6.932
C 0.642 4.863 -7.895
O 1.832 4.699 -8.217
O -0.224 5.689 -8.482
C 0.233 6.484 -9.523
H 1.412 1.970 -7.964
H -0.098 1.498 -7.233
H 1.501 1.094 -6.497
H 1.667 3.651 -5.897
H 0.149 2.986 -5.265
H 0.859 7.281 -9.120
H -0.624 6.963 -9.998
H 0.817 6.003 -10.306

Cartesian forces (eV/Å) of the 2 atoms listed first:
0.212 -0.520 -0.300
0.897 1.572 0.334

Properties
* LUMO energy: 0.56 eV
* total charge: 0
* DFT total energy: -149465.3173 eV
* Kohn-Sham gap: 8.6 eV

Entry from OMol25: a structure of composition C5H11MgO4Ru in a non-equilibrium geometry (the ωB97M-V functional and the def2-TZVPD basis).

Cartesian coordinates (Å):
O -0.897 -1.388 0.379
C -2.045 -0.740 0.841
C -2.285 0.618 0.190
O -1.309 1.594 0.467
C -0.194 1.687 -0.456
C 0.990 2.219 0.300
O 1.706 1.071 0.840
C 2.900 1.349 1.534
Ru 0.653 -0.327 -0.239
H -1.997 -0.601 1.938
H -2.948 -1.354 0.657
H -3.251 1.010 0.550
H -2.360 0.480 -0.904
H -0.452 2.378 -1.274
H 0.733 2.867 1.157
H 1.678 2.756 -0.373
H 3.339 0.394 1.843
H 3.611 1.888 0.888
H 2.684 1.962 2.423
Mg -0.331 -3.047 -0.517
O 0.835 -1.803 -1.532
H 1.041 -1.704 -2.511

Cartesian forces (eV/Å) of the 2 atoms listed first:
-0.532 -0.508 0.359
-1.300 0.460 1.159

Properties
* LUMO energy (alpha / beta): -2.99 / -5.45 eV
* total charge: +1
* DFT total energy: -21568.9757 eV
* Kohn-Sham gap (alpha / beta): 6.5 / 8.1 eV
* spin multiplicity: 7

Entry from OMol25: a cluster of 2 separate species, CH6N2O2 in total in a non-equilibrium geometry (the ωB97M-V functional and the def2-TZVPD basis).

Cartesian coordinates (Å):
O 1.294 2.627 -0.147
C 0.706 1.691 0.304
N 0.545 0.499 -0.089
O 1.253 0.105 -1.258
H 0.235 1.849 1.456
H -0.271 -0.262 0.158
H 1.905 0.847 -1.367
N -1.275 -1.626 0.179
H -1.476 -1.729 1.197
H -2.147 -1.466 -0.333
H -0.769 -2.536 -0.101

Cartesian forces (eV/Å) of the 2 atoms listed first:
1.577 0.983 -1.647
-2.075 2.962 5.942

Properties
* LUMO energy: 0.44 eV
* total charge: 0
* DFT total energy: -8207.3087 eV
* energy above the lowest of the compared OMol25 structures with the same formula, charge and spin: 344.1 kJ/mol
* Kohn-Sham gap: 9.5 eV

Entry from OMol25: an isolated molecule of C17H18N2OS in a non-equilibrium geometry (the ωB97M-V functional and the def2-TZVPD basis).

Cartesian coordinates (Å):
N 3.719 2.069 -0.341
C 4.051 0.711 -0.311
C 5.206 0.320 0.290
C 5.301 -1.159 0.447
C 4.333 -2.213 -0.145
C 3.102 -1.657 -0.552
C 2.854 -0.336 -0.580
S 1.419 0.394 -1.650
C 0.493 1.021 -0.152
C -0.041 -0.033 0.757
O 1.083 -0.747 1.637
C -1.116 0.338 1.615
N -2.339 0.667 1.110
C -2.710 2.019 0.811
C -3.753 2.052 -0.107
C -4.202 0.664 -0.190
C -5.137 -0.100 -1.137
C -5.154 -1.423 -0.887
C -4.075 -2.091 -0.339
C -3.212 -1.624 0.508
C -3.094 -0.344 0.439
H 4.473 2.688 -0.083
H 2.994 2.371 -1.134
H 5.814 0.940 0.496
H 6.186 -1.277 0.992
H 4.437 -3.162 0.121
H 2.392 -2.385 -1.002
H -0.265 1.493 -0.479
H 1.141 1.876 0.507
H -0.261 -0.925 0.254
H 1.849 -0.780 1.282
H -0.761 1.334 2.265
H -1.371 -0.475 2.321
H -2.103 2.986 0.769
H -4.180 2.805 -0.584
H -5.814 0.279 -1.609
H -5.858 -1.843 -1.573
H -4.321 -3.313 -0.153
H -2.417 -2.179 1.062

Cartesian forces (eV/Å) of the 2 atoms listed first:
-2.001 -0.383 -2.503
-4.794 -0.455 0.237

Properties
* LUMO energy: 0.41 eV
* total charge: 0
* DFT total energy: -33773.2723 eV
* energy above the lowest of the compared OMol25 structures with the same formula, charge and spin: 1183.1 kJ/mol
* Kohn-Sham gap: 8.4 eV

Entry from OMol25: a cluster of 2 separate species, C6H12O in total in a non-equilibrium geometry (the ωB97M-V functional and the def2-TZVPD basis).

Cartesian coordinates (Å):
C 1.024 3.234 0.173
C 1.348 2.004 -0.179
C 0.432 0.833 0.083
C 0.816 -0.136 0.898
C -0.094 -1.280 1.350
C -0.143 -2.438 0.318
H 0.076 3.547 0.597
H 1.715 4.044 0.003
H 2.315 1.698 -0.547
H -0.532 0.892 -0.381
H 1.834 -0.194 1.264
H 0.274 -1.644 2.284
H -1.064 -0.808 1.460
H -1.148 -2.469 -0.101
H 0.179 -3.394 0.737
H 0.483 -2.251 -0.560
O -2.348 -0.862 -2.602
H -3.047 -0.340 -3.024
H -2.120 -0.434 -1.773

Cartesian forces (eV/Å) of the 2 atoms listed first:
0.270 0.689 -0.411
-0.931 -1.349 0.506

Properties
* LUMO energy: 0.82 eV
* total charge: 0
* DFT total energy: -8462.3632 eV
* energy above the lowest of the compared OMol25 structures with the same formula, charge and spin: 192.1 kJ/mol
* Kohn-Sham gap: 9.9 eV

Entry from OMol25: an isolated molecule of C4H6O2 (the ωB97M-V functional and the def2-TZVPD basis).

Cartesian coordinates (Å):
C -0.768 -0.991 -0.906
C 0.066 -0.116 -0.341
C 1.526 -0.426 -0.280
O 2.034 -1.412 -0.763
C -0.395 1.117 0.387
O -0.389 0.879 1.784
H -1.840 -0.809 -0.952
H -0.388 -1.917 -1.328
H 2.143 0.332 0.248
H 0.295 1.952 0.228
H -1.386 1.431 0.025
H -0.901 0.072 1.929

Cartesian forces (eV/Å) of the 2 atoms listed first:
0.064 0.112 0.022
-0.209 -0.214 -0.026

Properties
* LUMO energy: -0.02 eV
* total charge: 0
* DFT total energy: -8338.9144 eV
* energy above the lowest of the compared OMol25 structures with the same formula, charge and spin: 149.2 kJ/mol
* Kohn-Sham gap: 10.0 eV

> total charge of number 6 (C17H18N2OS)?

0

What did the fourth record say?
Entry from OMol25: a structure of composition C5H11MgO4Ru in a non-equilibrium geometry (the ωB97M-V functional and the def2-TZVPD basis).

Cartesian coordinates (Å):
O -0.897 -1.388 0.379
C -2.045 -0.740 0.841
C -2.285 0.618 0.190
O -1.309 1.594 0.467
C -0.194 1.687 -0.456
C 0.990 2.219 0.300
O 1.706 1.071 0.840
C 2.900 1.349 1.534
Ru 0.653 -0.327 -0.239
H -1.997 -0.601 1.938
H -2.948 -1.354 0.657
H -3.251 1.010 0.550
H -2.360 0.480 -0.904
H -0.452 2.378 -1.274
H 0.733 2.867 1.157
H 1.678 2.756 -0.373
H 3.339 0.394 1.843
H 3.611 1.888 0.888
H 2.684 1.962 2.423
Mg -0.331 -3.047 -0.517
O 0.835 -1.803 -1.532
H 1.041 -1.704 -2.511

Cartesian forces (eV/Å) of the 2 atoms listed first:
-0.532 -0.508 0.359
-1.300 0.460 1.159

Properties
* LUMO energy (alpha / beta): -2.99 / -5.45 eV
* total charge: +1
* DFT total energy: -21568.9757 eV
* Kohn-Sham gap (alpha / beta): 6.5 / 8.1 eV
* spin multiplicity: 7

> What is the formula in the third record?

C78H177N7O27